No. 1
ORCA calculation (ωB97M-V/def2-TZVPD) on a cluster of 13 separate species, C5H34O14S in total in a non-equilibrium geometry.

HOMO level	-8.8	eV
charge	0
spin multiplicity	1
frontier orbital gap	9.01	eV
total energy	-45238.3549	eV
energy relative to the best compared isomer or geometry (same formula, charge and spin)	0.6519	eV

Structure (XYZ):
```
54
C5H34O14S, DFT ωB97M-V/def2-TZVPD
O -0.41810 0.20635 -1.59544
C -0.35927 0.97499 -2.52991
O -0.19490 0.50301 -3.77581
C -0.43864 2.46088 -2.51586
C 0.88742 3.18469 -2.29691
C 1.41918 3.13026 -0.87488
S 0.84612 4.39043 0.28905
C -0.23449 3.41859 1.39672
H -0.34388 -0.44346 -3.85381
H -0.83897 2.85785 -3.43634
H -1.18893 2.67719 -1.74600
H 0.78824 4.21408 -2.62348
H 1.66994 2.75689 -2.87075
H 1.23369 2.19033 -0.34871
H 2.49578 3.29218 -0.90330
H 0.48430 2.80820 1.94372
H -0.66316 4.08778 2.12517
H -0.98499 2.78680 0.92832
H -3.86182 2.90556 0.83121
H -3.24347 1.78983 -0.06867
O -4.02472 2.32589 0.08393
H 3.16503 0.27303 1.07123
H 3.28530 -1.20822 1.55925
O 3.35018 -0.29095 1.82769
H -0.55392 0.32609 0.65001
H 0.08516 0.59553 2.02791
O -0.54829 0.02866 1.56854
H -1.40086 -2.49844 -2.54591
H -2.34331 -2.51189 -3.65324
O -1.46274 -2.83869 -3.45391
H 1.25312 -0.68475 -1.09997
H 2.85632 -0.86175 -1.23474
O 2.11467 -0.57913 -0.70167
H 1.80611 1.99876 4.10314
H 2.31515 0.79885 3.41064
O 1.46593 1.21079 3.65807
H -2.82381 -2.02099 -0.60501
H -2.10956 -0.68822 -0.99004
O -2.70762 -1.36138 -1.32498
H -0.04361 -0.98796 2.96571
H 0.95422 -0.98785 4.14342
O 0.66269 -1.49406 3.38077
H 2.32596 -3.56400 1.34679
H 1.38230 -2.49409 0.84134
O 1.70443 -3.38207 0.63437
H -1.35946 -2.80122 2.75942
H -2.58749 -3.28740 3.64110
O -2.31260 -2.76305 2.88734
H -2.29645 -3.24686 1.14273
H -3.09617 -4.06802 0.14626
O -2.27084 -3.57589 0.21889
H 1.67000 -3.20888 -2.84736
H 2.14712 -3.43750 -1.45273
O 2.34372 -2.90675 -2.23331
```

***

No. 2
ORCA calculation (ωB97M-V/def2-TZVPD) on a cluster of 13 separate species, C5H35NO14 in total in a non-equilibrium geometry.

HOMO level	-9.8	eV
charge	0
spin multiplicity	1
frontier orbital gap	9.84	eV
total energy	-35908.9190	eV
energy relative to the best compared isomer or geometry (same formula, charge and spin)	2.1466	eV

Structure (XYZ):
```
55
C5H35NO14, DFT ωB97M-V/def2-TZVPD
C -0.09066 0.73933 -0.49968
N -0.90887 1.08409 0.69202
C -2.00097 1.84205 0.48163
O -3.00430 1.89690 1.17961
C -0.13990 -0.76751 -0.80257
C 0.62766 -1.62266 0.21449
C 1.14934 -2.88698 -0.45970
O -0.40053 -1.98076 1.13338
H -0.27661 1.38254 -1.33486
H 0.95903 1.01386 -0.32071
H -1.00358 0.33130 1.35132
H -1.91340 2.48925 -0.40036
H 0.32974 -0.74016 -1.79873
H -1.16217 -1.12531 -0.88096
H 1.38529 -0.97226 0.63333
H 2.05869 -3.30809 -0.02668
H 1.42497 -2.69645 -1.49705
H 0.29773 -3.53094 -0.60143
H -0.17527 -2.04927 2.07151
H -2.24289 -2.46275 -0.49328
H -3.22761 -3.41876 -1.22210
O -3.15114 -2.53207 -0.89221
H 1.91135 3.47360 3.29849
H 0.81525 2.35069 3.03934
O 1.74157 2.52054 3.24301
H 4.06519 1.09673 0.03048
H 3.99728 0.35906 -1.35232
O 4.07252 1.20182 -0.92103
H 1.77921 2.49350 -2.80426
H 2.83696 2.19779 -1.72528
O 1.94152 2.61388 -1.86367
H -4.36268 -1.90747 0.27210
H -4.54853 -0.67582 1.13026
O -4.91693 -1.54761 0.99421
H -0.43379 -0.38584 -5.20532
H -0.83746 -0.38034 -3.74906
O -0.08405 -0.21924 -4.33455
H 3.98655 -1.69283 -3.37301
H 2.90338 -1.48446 -2.55679
O 3.85179 -1.34807 -2.48991
H 1.36606 3.64678 0.65173
H 1.15353 3.76686 -0.81021
O 0.71563 3.97719 0.03750
H -0.51005 -0.48527 5.77470
H -1.53954 -0.32395 4.56952
O -0.70824 -0.75107 4.86842
H -3.01725 0.90633 2.57413
H -3.45366 -0.27685 3.66791
O -2.75533 0.26223 3.30077
H 2.49750 1.10469 2.31562
H 4.03840 0.75127 2.34109
O 3.22907 0.78485 1.78172
H -2.74439 -1.20368 -2.38739
H -3.08296 -0.89981 -3.75176
O -2.44251 -0.61085 -3.09341
```

***

No. 3
ORCA calculation (ωB97M-V/def2-TZVPD) on a cluster of 12 separate species, C5H37N2O12 in total in a non-equilibrium geometry.

HOMO level	-12.1	eV
charge	+1
spin multiplicity	1
frontier orbital gap	9.61	eV
total energy	-33327.6268	eV
energy relative to the best compared isomer or geometry (same formula, charge and spin)	5.4611	eV

Structure (XYZ):
```
56
C5H37N2O12, DFT ωB97M-V/def2-TZVPD
C 0.39558 -2.39591 1.20001
O -0.62613 -3.14252 0.47213
C 0.21541 -0.97926 0.72570
C 1.18053 0.00560 1.47668
C 1.68441 1.17051 0.62425
C 2.44288 0.43583 -0.50292
N 1.87202 0.71331 -1.89268
N -1.23060 -0.48475 1.01311
H 1.40174 -2.89684 1.23124
H 0.01516 -2.72644 2.31416
H -0.35210 -3.26780 -0.48262
H 0.35320 -0.91268 -0.42427
H 2.05531 -0.54333 1.68021
H 0.79435 0.37520 2.39870
H 1.01422 2.09284 0.48650
H 2.41479 1.76618 1.24617
H 2.52209 -0.68896 -0.36506
H 3.55168 0.67385 -0.64160
H 2.08264 1.67872 -2.19374
H 0.94310 0.52004 -1.95354
H -1.47919 0.12869 0.19318
H -1.81895 -1.30675 0.90885
H -1.29326 -0.10470 1.98385
H -0.37361 -1.47622 -2.70796
H -1.90327 -1.26949 -2.48832
O -1.06331 -1.22278 -2.09311
H -1.68939 5.17933 1.05979
H -0.51474 4.51935 0.53457
O -1.01819 4.56494 1.40376
H -1.82255 1.22891 -2.60431
H -0.62045 0.79236 -2.14172
O -1.28340 1.41505 -1.85695
H -0.06421 -3.48846 -2.93306
H -0.41832 -4.76444 -2.13548
O -0.06452 -3.85160 -2.04899
H -2.73340 2.90089 1.14411
H -3.10246 1.53833 0.85439
O -2.30271 2.09993 1.11095
H 3.75092 -2.48159 1.38601
H 2.76548 -1.95061 0.34165
O 3.68881 -2.19122 0.45013
H -2.12430 -2.89940 -0.48905
H -3.69624 -2.74802 -0.38639
O -2.87287 -2.38421 -0.84381
H -0.74164 3.05812 2.54150
H -0.23718 3.27840 4.11807
O -0.25813 2.70011 3.37891
H -0.53311 0.55375 3.92739
H -1.39848 -0.33442 4.39381
O -0.88521 -0.19265 3.64291
H -0.01863 4.43843 -2.33139
H -0.48420 3.20310 -1.52083
O 0.10725 4.07819 -1.47739
H 1.02918 -1.98594 -4.54353
H 1.63100 -0.81534 -3.59844
O 1.11304 -1.60364 -3.58556
```

***

No. 4
ORCA calculation (ωB97M-V/def2-TZVPD) on a cluster of 13 separate species, C5H37N2O13 in total in a non-equilibrium geometry.

HOMO level (alpha / beta)	-2.1 / -9.5	eV
charge	0
<S²>	0.75
spin multiplicity	2
frontier orbital gap (alpha / beta)	2.33 / 9.75	eV
total energy	-35377.5852	eV
energy relative to the best compared isomer or geometry (same formula, charge and spin)	4.8239	eV

Structure (XYZ):
```
57
C5H37N2O13, DFT ωB97M-V/def2-TZVPD
O 1.00113 0.31225 -0.07071
C -0.08587 -0.13258 0.60598
N -0.94382 -0.73379 -0.11110
C -2.16092 -1.07790 0.45849
C -3.12490 -0.03549 0.78862
C 0.12418 0.05109 2.04344
N 0.35723 1.54399 2.33829
C 1.25073 1.68176 3.53344
H 1.06409 -0.63446 -2.53258
H -2.62187 -1.65328 -0.42553
H -2.10265 -2.09238 1.15291
H -2.88905 0.40296 1.78573
H -4.14078 -0.56186 0.70446
H -3.15750 0.78631 0.00656
H -0.85668 -0.18829 2.56544
H 0.99416 -0.53933 2.21445
H 0.79944 2.04002 1.43259
H -0.51382 1.94758 2.56627
H 2.30171 1.43380 3.23374
H 0.69973 1.18642 4.33949
H 1.35421 2.90194 3.64197
H -2.54851 3.16832 3.47431
H -2.51840 1.75729 2.80255
O -2.12577 2.29798 3.45077
H 3.19706 -2.80471 -0.55935
H 1.95363 -1.89244 -0.20887
O 2.29445 -2.65063 -0.84379
H 1.82675 1.94914 -0.29051
H 2.39005 3.45646 -0.22490
O 2.22386 2.62376 0.27680
H 4.34717 0.23957 1.29902
H 2.90579 0.13203 0.96482
O 3.64944 -0.33071 1.33686
H -2.14980 3.30994 0.72901
H -1.53869 2.04063 0.02148
O -1.70392 2.45725 0.84296
H 0.94784 0.31996 -1.13041
H 0.01228 0.40700 -2.78435
O 0.97906 0.30127 -2.54789
H -0.32003 -4.62150 0.10899
H 1.06711 -4.00421 0.16088
O 0.48275 -4.44832 0.72898
H 1.14363 -2.84610 3.78141
H 0.40555 -3.20342 2.42176
O 0.55765 -2.46556 3.06861
H -3.52681 2.72481 -2.10595
H -2.31178 2.05322 -2.24861
O -2.65683 2.54020 -1.64955
H 0.77663 -2.78527 -2.99062
H 1.06676 -3.36677 -4.39099
O 0.49865 -2.82968 -3.88338
H -0.04905 -1.17117 -4.42633
H 0.87165 -0.42854 -5.30800
O -0.03804 -0.43646 -5.05297
H -0.86073 2.14024 -3.38829
H -1.04202 0.69810 -4.21624
O -1.27371 1.26681 -3.44997
```